[1]
7 unconnected molecules or ions with the total composition C33H47N2O12 at a distorted geometry, computed with wB97M-V/def2-TZVPD.

ORCA input file:
```
! RIJCOSX wB97M-V def2-TZVPD def2/J DEFGRID3
* xyz 1 1
C -1.155 1.466 5.497
N -1.932 2.536 5.869
C -2.344 3.286 4.603
C -1.175 2.939 3.460
C -0.893 1.378 3.880
C 0.648 0.781 3.792
C 0.954 -0.551 2.909
C 2.525 -0.954 3.036
C 3.513 -0.055 3.923
N 3.287 1.186 4.716
C 1.835 1.494 4.598
H -0.628 0.617 6.105
H -2.171 2.700 6.874
H -2.428 4.393 4.980
H -3.406 2.808 4.370
H -1.836 2.972 2.470
H -0.280 3.693 3.403
H -1.601 0.667 3.256
H 0.116 -1.101 2.306
H 2.931 -1.916 2.485
H 4.644 -0.440 3.967
H 1.505 2.455 5.228
O -2.060 4.570 0.521
C -1.254 3.872 -0.073
O -1.132 2.523 0.098
C -0.024 2.052 -0.668
C 0.188 3.090 -1.739
C -0.232 4.365 -1.051
H 0.842 1.954 -0.005
H -0.259 1.071 -1.092
H 1.214 3.114 -2.117
H -0.480 2.892 -2.585
H 0.596 4.823 -0.503
H -0.670 5.075 -1.756
O -1.723 2.170 -5.404
C -2.649 2.431 -4.653
O -2.552 3.254 -3.568
C -3.790 3.244 -2.860
C -4.820 2.798 -3.866
C -4.033 1.866 -4.752
H -3.705 2.550 -2.017
H -4.003 4.245 -2.475
H -5.695 2.331 -3.407
H -5.163 3.659 -4.451
H -4.031 0.843 -4.366
H -4.396 1.891 -5.782
O 0.309 -1.232 -1.732
C 0.515 -0.839 -2.869
O 0.709 0.469 -3.208
C 0.810 0.576 -4.627
C 1.209 -0.797 -5.101
C 0.544 -1.701 -4.094
H -0.163 0.886 -5.024
H 1.556 1.331 -4.889
H 0.913 -0.999 -6.134
H 2.298 -0.911 -5.034
H -0.481 -1.947 -4.383
H 1.127 -2.609 -3.924
O 3.405 -2.540 -4.430
C 3.861 -3.669 -4.356
O 4.523 -4.300 -5.369
C 4.817 -5.639 -4.975
C 4.783 -5.626 -3.469
C 3.740 -4.579 -3.171
H 4.059 -6.303 -5.402
H 5.800 -5.929 -5.358
H 4.558 -6.604 -3.035
H 5.754 -5.299 -3.078
H 2.733 -5.003 -3.147
H 3.959 -4.048 -2.242
O -7.326 7.469 6.826
C -6.520 6.771 6.233
O -6.398 5.422 6.403
C -5.291 4.951 5.637
C -5.078 5.989 4.567
C -5.498 7.264 5.254
H -4.424 4.853 6.300
H -5.525 3.970 5.214
H -4.052 6.013 4.188
H -5.746 5.791 3.720
H -4.670 7.722 5.802
H -5.936 7.974 4.549
O 4.916 -6.511 -0.594
C 4.629 -7.678 -0.388
O 4.199 -8.547 -1.349
C 3.853 -9.789 -0.738
C 4.605 -9.813 0.567
C 4.649 -8.355 0.950
H 2.768 -9.816 -0.593
H 4.144 -10.616 -1.392
H 4.136 -10.449 1.323
H 5.624 -10.180 0.401
H 3.763 -8.055 1.516
H 5.561 -8.112 1.500
*
```

Summary:
Kohn-Sham gap in eV: 7.03

Mulliken atomic charge list, values in e, 2 entries:
1. C -0.369
2. N -0.020

***

[2]
A molecular structure, C33H48N9OS2Sc, computed with wB97M-V/def2-TZVPD.

ORCA input file:
```
! RIJCOSX wB97M-V def2-TZVPD def2/J DEFGRID3
* xyz 0 1
Sc 0.286 -0.182 0.030
C -4.318 1.090 -3.548
S -2.971 2.102 -2.921
C -2.501 1.208 -1.460
S -2.422 -0.476 -1.425
N -2.152 2.032 -0.501
N -1.492 1.376 0.520
C -1.661 1.896 1.673
C -0.880 1.380 2.797
C -0.950 1.959 4.060
C -0.170 1.430 5.076
C 0.641 0.342 4.799
C 0.646 -0.168 3.506
N -0.089 0.336 2.528
H -4.561 1.469 -4.540
H -5.195 1.169 -2.909
H -4.001 0.053 -3.628
H -2.353 2.723 1.819
H -1.598 2.808 4.229
H -0.199 1.861 6.068
H 1.262 -0.109 5.560
H 1.269 -1.010 3.232
C 0.794 2.317 -2.252
N 0.631 0.900 -1.974
C 0.791 0.095 -2.967
C 0.653 -1.304 -2.792
C 0.758 -2.350 -3.709
C 0.456 -3.510 -2.992
C 0.184 -3.099 -1.684
N 0.302 -1.767 -1.551
C 2.229 2.783 -2.327
C 3.276 2.057 -1.772
C 4.577 2.535 -1.838
C 4.850 3.750 -2.450
C 3.812 4.479 -3.009
C 2.514 3.993 -2.954
H 0.280 2.856 -1.462
H 0.284 2.586 -3.186
H 1.026 0.479 -3.963
H 1.006 -2.263 -4.755
H 0.428 -4.523 -3.361
H -0.103 -3.722 -0.849
H 3.069 1.104 -1.299
H 5.385 1.951 -1.412
H 5.867 4.117 -2.505
H 4.013 5.422 -3.502
H 1.707 4.560 -3.403
C 2.941 -2.619 1.741
C 3.164 -1.506 0.715
C 4.351 -0.643 1.145
C 3.442 -2.118 -0.656
O 2.026 -0.682 0.661
H 3.705 -3.394 1.657
H 1.964 -3.075 1.567
H 2.968 -2.233 2.761
H 5.276 -1.221 1.191
H 4.164 -0.215 2.132
H 4.496 0.175 0.437
H 4.393 -2.657 -0.651
H 3.492 -1.336 -1.416
H 2.650 -2.805 -0.951
C 4.638 2.844 2.029
C 3.270 2.927 2.694
N 2.311 3.768 1.997
C 2.491 5.210 2.114
C 3.269 5.830 0.956
C 1.373 3.236 1.147
C 0.284 4.178 0.706
N 1.363 2.017 0.741
H 5.267 2.108 2.531
H 5.153 3.804 2.068
H 4.536 2.556 0.984
H 3.372 3.324 3.709
H 2.833 1.932 2.805
H 3.012 5.389 3.057
H 1.519 5.694 2.209
H 4.318 5.539 0.974
H 3.219 6.919 1.000
H 2.864 5.510 -0.006
H -0.212 4.621 1.572
H -0.460 3.654 0.117
H 0.689 4.993 0.106
H 2.165 1.484 1.070
C -0.515 -5.106 2.440
N -1.471 -4.233 1.776
C -2.896 -4.518 1.886
C -1.098 -3.028 1.409
N -0.791 -1.962 1.094
H -0.745 -6.138 2.178
H -0.556 -4.993 3.527
H 0.489 -4.875 2.091
H -3.089 -5.522 1.507
H -3.448 -3.801 1.282
H -3.231 -4.452 2.924
*
```

Summary:
Energy relative to the best compared isomer or geometry (same formula, charge and spin) in kcal/mol: 0.00
Kohn-Sham gap in eV: 6.86

Mulliken atomic charge list, values in e, 2 entries:
1. Sc -1.641
2. C -0.905

***

Number 1: total energy -62520.347 eV, LUMO energy -4.52 eV, HOMO energy -0.4246 Eh. Number 2: total energy -92833.386 eV, LUMO energy -0.06 eV, HOMO energy -0.2545 Eh.